*one*
14
Properties=species:S:1:pos:R:3 method="wB97M-V/def2-TZVPD" homo_ev=-8.67 smiles=C[C@@H](N)CS spin_multiplicity=1
C -0.568 -0.913 -1.095
C 0.126 -0.015 -0.178
C -0.089 -0.507 1.230
S 0.791 0.692 2.426
N -0.049 1.503 -0.367
H -0.311 -2.046 -0.996
H -0.412 -0.696 -2.211
H -1.693 -0.799 -1.027
H 1.207 -0.045 -0.508
H -1.126 -0.774 1.497
H 0.339 -1.410 1.445
H 1.529 1.375 1.535
H 0.913 1.912 -0.524
H -0.656 1.722 -1.227



*two*
14
Properties=species:S:1:pos:R:3 method="wB97M-V/def2-TZVPD" homo_ev=-5.77 spin_multiplicity=1
C -1.357 1.509 -1.954
S -2.606 0.367 -1.234
H -0.672 1.826 -1.174
H -0.787 0.905 -2.666
H -1.784 2.423 -2.403
C 1.015 0.245 1.229
C 0.508 -1.987 0.492
N 0.745 -1.177 1.455
H 0.264 0.807 0.689
H 2.000 0.471 0.761
H 1.149 0.768 2.177
H 0.278 -1.608 -0.512
H 0.351 -3.034 0.744
H 0.894 -1.515 2.395



Which of them is least stable? Easy: *two*.



*one*
14
Properties=species:S:1:pos:R:3 method="wB97M-V/def2-TZVPD" homo_ev=-9.10 smiles=C[C@H](N)CS spin_multiplicity=1
C -1.469 1.782 -0.060
C -0.601 0.609 -0.479
C 0.186 0.079 0.705
S 1.522 -1.032 0.208
N -1.437 -0.436 -1.103
H -0.983 2.428 0.676
H -1.785 2.439 -0.875
H -2.394 1.443 0.399
H 0.071 0.906 -1.279
H -0.533 -0.347 1.409
H 0.649 0.909 1.239
H 2.140 -1.048 1.396
H -0.953 -0.845 -1.891
H -1.634 -1.188 -0.449



*two*
14
Properties=species:S:1:pos:R:3 method="wB97M-V/def2-TZVPD" homo_ev=-8.47 smiles="C=N.CSC" spin_multiplicity=1
C -2.384 3.288 1.944
N -3.465 2.504 1.979
H -1.478 3.061 2.593
H -2.235 4.127 1.263
H -4.146 2.588 1.227
C 1.543 -0.473 -0.364
S 1.086 -1.176 -1.876
C 1.453 -2.934 -1.709
H 1.115 -1.013 0.509
H 2.756 -0.437 -0.256
H 1.274 0.647 -0.194
H 2.515 -3.193 -1.784
H 1.056 -3.542 -2.475
H 0.910 -3.445 -0.857



Which of them is least stable? Easy: *two*.



*one*
14
Properties=species:S:1:pos:R:3 method="wB97M-V/def2-TZVPD" homo_ev=-8.10 spin_multiplicity=1
C 0.554 0.749 0.700
C -0.565 0.180 -0.132
C 0.403 -1.581 -0.923
S -0.269 -2.913 -0.005
N 0.287 2.177 0.884
H 0.538 0.271 1.675
H 1.498 0.516 0.196
H -1.111 0.979 -0.645
H -1.275 -0.360 0.473
H -0.226 -0.417 -1.087
H 0.321 -1.896 -1.968
H -1.520 -2.990 -0.508
H 1.065 2.628 1.355
H 0.299 2.656 -0.013



*two*
14
Properties=species:S:1:pos:R:3 method="wB97M-V/def2-TZVPD" homo_ev=-6.02 spin_multiplicity=1
C 0.745 -2.484 -0.377
S 1.384 -2.026 1.257
H 0.257 -3.443 -0.306
H 0.029 -1.805 -0.810
H 1.619 -2.668 -1.021
C -0.582 1.058 -0.869
C 0.008 1.676 1.369
N -0.867 1.640 0.417
H -0.202 1.705 -1.652
H -1.507 0.689 -1.355
H 0.065 0.194 -0.702
H 1.044 1.489 1.089
H -0.174 2.051 2.363
H -1.819 1.926 0.596



Which of them is least stable? Easy: *one*.



*one*
14
Properties=species:S:1:pos:R:3 method="wB97M-V/def2-TZVPD" homo_ev=-8.85 smiles="C=N.CCS" spin_multiplicity=1
C 3.594 -0.283 1.181
N 2.675 -0.470 0.334
H 4.057 -1.073 1.773
H 3.954 0.732 1.320
H -3.910 0.694 -0.660
H 2.433 -1.462 0.313
C -1.490 -0.001 0.232
C -1.592 0.468 -1.203
S -3.302 0.518 -1.819
H -1.676 -1.072 0.301
H -2.081 0.651 0.877
H -0.447 0.136 0.557
H -1.121 -0.260 -1.865
H -1.095 1.423 -1.340



*two*
14
Properties=species:S:1:pos:R:3 method="wB97M-V/def2-TZVPD" homo_ev=-8.68 smiles="C=N.CCS" spin_multiplicity=1
C 1.872 -0.361 1.699
N 0.772 -0.756 2.294
H 2.724 -1.107 1.518
H 1.846 0.731 1.443
H -0.269 0.689 0.997
H 0.943 -1.732 2.544
C -0.705 -1.250 -1.399
C -0.937 0.178 -1.859
S -0.489 1.208 -0.290
H 0.412 -1.423 -1.490
H -1.167 -1.480 -0.417
H -1.174 -2.111 -1.979
H -0.265 0.594 -2.637
H -1.998 0.402 -2.047



*three*
14
Properties=species:S:1:pos:R:3 method="wB97M-V/def2-TZVPD" homo_ev=-8.91 spin_multiplicity=1
C 0.878 -1.424 0.063
C -0.523 -0.775 0.176
C -0.167 0.795 0.780
H 1.315 -0.432 -0.450
H 0.950 -1.527 1.180
H 1.058 -2.321 -0.441
H -1.196 -1.137 1.139
H -0.066 -0.276 -2.044
H -1.112 1.117 1.060
H 0.825 0.664 1.541
H -0.299 2.973 -0.035
H -0.659 1.478 -1.173
N 0.143 1.600 -0.316
S -1.146 -0.735 -1.479



*four*
14
Properties=species:S:1:pos:R:3 method="wB97M-V/def2-TZVPD" homo_ev=-7.99 smiles="C=CN.CS" spin_multiplicity=1
C 1.031 -1.544 1.037
S -0.378 -1.799 -0.096
H 0.790 -1.670 2.095
H 1.769 -2.308 0.801
H 1.443 -0.551 0.869
C -0.369 1.752 -0.750
C 0.756 2.439 -0.915
N -0.754 1.121 0.467
H -1.095 1.693 -1.561
H 1.065 2.823 -1.883
H 1.340 2.713 -0.045
H -0.654 -0.342 -0.095
H -0.074 1.377 1.177
H -1.679 1.374 0.794



Which of them is least stable? Easy: *three*.



*one*
20
Properties=species:S:1:pos:R:3 method="wB97M-V/def2-TZVPD" homo_ev=-9.88 smiles=NCCO.O.O.O spin_multiplicity=1
C 0.760 -1.624 0.273
O -0.385 -0.972 0.799
C 0.566 -2.177 -1.148
N 0.828 -1.218 -2.277
H 1.681 -0.948 0.456
H 0.903 -2.475 0.970
H -0.854 -0.885 -0.071
H 1.097 -3.202 -1.307
H -0.466 -2.322 -1.171
H 1.870 -1.154 -2.479
H 0.309 -1.237 -3.137
H 0.502 2.337 1.408
H -0.153 3.599 1.830
O 0.154 2.798 2.149
H 0.874 1.801 -1.173
H 0.249 0.842 -0.129
O 0.435 1.764 -0.313
H -2.222 1.583 2.288
H -3.282 2.118 1.338
O -2.869 1.370 1.695



*two*
20
Properties=species:S:1:pos:R:3 method="wB97M-V/def2-TZVPD" homo_ev=-9.72 smiles=NCCO.O.O.O spin_multiplicity=1
C 2.121 1.355 -0.333
O 2.729 0.154 -0.815
C 0.588 1.240 -0.353
N -0.002 1.030 0.996
H 2.454 1.662 0.658
H 2.404 2.169 -1.005
H 3.072 -0.331 -0.079
H 0.167 2.128 -0.844
H 0.292 0.427 -1.015
H -0.815 0.437 0.845
H -0.483 1.882 1.238
H -2.178 -2.590 -0.881
H -1.022 -2.046 -0.030
O -1.745 -1.786 -0.633
H 0.358 -2.240 2.024
H 0.710 -1.064 1.107
O 0.328 -1.951 1.118
H -4.029 0.512 -0.365
H -2.689 -0.234 -0.378
O -3.092 0.651 -0.190



Which of them is least stable? Easy: *one*.



*one*
15
Properties=species:S:1:pos:R:3 method="wB97M-V/def2-TZVPD" homo_ev=-15.38 charge=+1 spin_multiplicity=1
C 0.897 2.175 0.334
C 2.070 0.090 -0.072
N 0.990 0.737 0.069
H 1.728 2.526 0.946
H 0.044 2.384 0.968
H 0.742 2.645 -0.630
H 3.015 0.474 0.297
H 2.028 -0.904 -0.490
H 0.149 0.276 -0.321
H -1.162 -0.740 -2.080
H -1.599 -1.412 -0.676
O -1.032 -0.751 -1.121
H -2.387 -2.185 1.618
H -3.102 -2.963 0.486
O -2.381 -2.353 0.673



*two*
15
Properties=species:S:1:pos:R:3 method="wB97M-V/def2-TZVPD" homo_ev=-15.97 charge=+1 spin_multiplicity=1
C 1.248 -0.675 -0.182
C 0.464 -0.128 -2.279
N 0.281 -0.084 -0.980
H 1.185 -1.878 -0.094
H 1.294 -0.275 0.802
H 2.256 -0.478 -0.713
H 1.246 -0.897 -2.599
H -0.348 -0.256 -2.993
H -0.701 0.254 -0.512
H -0.051 1.753 2.342
H 0.000 0.390 3.061
O -0.243 0.828 2.319
H -2.018 0.979 1.147
H -2.573 -0.144 0.424
O -2.040 0.611 0.255



*three*
15
Properties=species:S:1:pos:R:3 method="wB97M-V/def2-TZVPD" homo_ev=-13.72 charge=+1 spin_multiplicity=1
C 0.793 -0.961 -0.887
C 0.256 -1.373 -2.047
N -0.068 -0.480 0.267
H 1.849 -1.043 -0.654
H 0.634 -2.324 -2.443
H -0.243 -0.720 -2.760
H 0.023 -1.199 0.985
H -1.068 -0.373 0.081
H 0.403 0.390 0.563
H 2.260 1.088 2.444
H 1.904 2.342 1.717
O 1.662 1.402 1.758
H -3.176 0.649 -0.249
H -2.743 1.702 0.851
O -2.488 0.899 0.373



Which of them is least stable? Easy: *three*.



*one*
17
Properties=species:S:1:pos:R:3 method="wB97M-V/def2-TZVPD" homo_ev=-9.46 smiles="C[C@H]1CC=CCO1" spin_multiplicity=1
C -1.964 0.175 -0.495
C -0.851 0.302 0.533
C -0.063 -1.019 0.675
C 0.997 -1.147 -0.384
C 1.718 -0.061 -0.651
C 1.363 1.185 0.112
O -0.037 1.401 0.139
H -2.729 -0.533 -0.158
H -1.554 -0.169 -1.449
H -2.435 1.148 -0.654
H -1.293 0.551 1.510
H -0.765 -1.857 0.654
H 0.409 -1.045 1.669
H 1.149 -2.091 -0.903
H 2.508 -0.038 -1.395
H 1.757 1.113 1.138
H 1.791 2.083 -0.341



*two*
17
Properties=species:S:1:pos:R:3 method="wB97M-V/def2-TZVPD" homo_ev=-10.14 smiles="C=CC=O.C1CC1" spin_multiplicity=1
O -0.485 -0.646 1.741
C -0.593 -1.784 1.334
C 0.155 -2.331 0.175
C 1.163 -1.646 -0.368
C -0.366 1.160 -1.254
C -1.135 2.054 -0.327
C 0.352 1.921 -0.174
H -1.285 -2.491 1.833
H -0.155 -3.302 -0.206
H -0.491 0.088 -1.131
H 1.713 -2.012 -1.230
H 1.448 -0.677 0.034
H -0.225 1.477 -2.284
H -1.539 2.982 -0.723
H -1.751 1.574 0.428
H 0.977 2.758 -0.472
H 0.704 1.373 0.695



*three*
17
Properties=species:S:1:pos:R:3 method="wB97M-V/def2-TZVPD" homo_ev=-6.61 spin_multiplicity=1
C -2.382 0.701 0.344
C -1.183 -0.173 0.608
C 0.302 -1.460 -0.271
C 1.755 -1.159 -0.049
C 2.104 0.115 0.077
C 0.954 1.063 -0.151
O -0.128 0.206 -0.494
H -3.074 0.616 1.193
H -2.931 0.394 -0.555
H -2.131 1.773 0.228
H -0.680 0.145 1.536
H 0.022 -1.787 -1.271
H -0.064 -2.166 0.469
H 2.439 -1.992 0.088
H 3.105 0.470 0.303
H 0.701 1.661 0.735
H 1.145 1.732 -0.999



*four*
17
Properties=species:S:1:pos:R:3 method="wB97M-V/def2-TZVPD" homo_ev=-9.60 spin_multiplicity=1
C 1.037 0.433 1.289
C 0.320 1.370 0.745
C 0.421 -0.543 0.301
C -0.405 0.596 -0.207
C 1.361 -1.368 -0.594
C -1.962 0.512 0.088
O -0.194 0.872 -1.566
H 1.623 0.283 2.204
H 0.286 2.346 0.938
H -0.232 -1.208 0.938
H 2.021 -0.957 -1.372
H 0.729 -2.056 -1.276
H 1.942 -2.000 0.068
H -2.443 -0.211 -0.480
H -2.467 1.502 -0.215
H -2.288 0.264 1.151
H 0.251 0.165 -2.011



Which of them is least stable? Easy: *three*.



*one*
17
Properties=species:S:1:pos:R:3 method="wB97M-V/def2-TZVPD" homo_ev=-8.76 spin_multiplicity=1
O -0.270 2.407 -0.115
C -0.159 1.186 -0.023
C 0.102 0.432 -1.301
C 0.852 -0.885 -1.118
C 0.207 -1.734 -0.020
C 0.053 -0.929 1.239
C -0.152 0.400 1.237
H -1.108 2.944 1.145
H -1.884 2.145 1.404
H 0.624 1.127 -1.969
H -0.882 0.249 -1.753
H 1.893 -0.676 -0.837
H 0.875 -1.430 -2.069
H -0.784 -2.083 -0.352
H 0.796 -2.636 0.179
H 0.088 -1.467 2.190
H -0.252 0.951 2.162



*two*
17
Properties=species:S:1:pos:R:3 method="wB97M-V/def2-TZVPD" homo_ev=-8.14 spin_multiplicity=1
C 0.537 0.088 1.869
C 1.127 0.596 0.621
O 1.649 -0.223 -0.397
C 0.746 -0.166 -1.486
C -0.631 0.186 -0.869
C -1.328 -1.025 -0.261
C -0.191 1.094 0.289
H -0.818 -1.258 0.669
H -0.354 -0.445 2.129
H 1.169 0.276 2.743
H 1.801 1.383 0.952
H 1.082 0.592 -2.212
H 0.758 -1.141 -1.987
H -1.260 0.677 -1.631
H -1.281 -1.922 -0.878
H -2.365 -0.770 -0.033
H -0.640 2.059 0.483



*three*
17
Properties=species:S:1:pos:R:3 method="wB97M-V/def2-TZVPD" homo_ev=-10.21 spin_multiplicity=1
O 2.207 -0.123 3.043
C 2.793 -0.967 2.557
C 1.625 -0.336 -0.513
C 0.452 0.240 0.276
C -0.717 0.594 -0.616
C -1.713 -0.464 -0.993
C -2.108 0.648 -0.059
H 2.449 -0.639 0.144
H 2.024 0.400 -1.220
H 1.314 -1.217 -1.085
H 0.777 1.131 0.831
H 0.115 -0.487 1.030
H -0.487 1.325 -1.391
H -2.123 -0.464 -2.000
H -1.577 -1.457 -0.568
H -2.789 1.410 -0.427
H -2.243 0.405 0.992



Which of them is least stable? Easy: *two*.